# 1
{"formula": "C6H6", "method": "ωB97M-V with the def2-TZVPD basis set", "homo_energy_ev": -8.5, "relative_energy_ev": 8.326, "largest_force_ev_per_a": 0.868, "gap_ev": 8.08, "total_energy_ha": -231.9203, "symbols": ["C", "C", "C", "C", "C", "C", "H", "H", "H", "H", "H", "H"], "xyz": [[0.980, 1.347, -0.209], [0.650, -0.056, 0.315], [-0.776, -0.220, 0.670], [-1.945, -0.600, 0.651], [0.635, -1.140, -0.700], [0.164, -2.043, -1.423], [0.340, 1.589, -1.061], [0.866, 2.109, 0.569], [2.017, 1.345, -0.553], [1.265, -0.296, 1.193], [-2.987, -0.808, 0.782], [-1.209, -1.226, -0.234]], "forces_ev_per_angstrom": [[0.0398, 0.0551, -0.0604], [-0.1228, 0.0069, 0.0608], [-0.4868, -0.1635, -0.0284], [0.3007, 0.2694, 0.1877], [-0.1430, -0.5528, -0.4717], [0.2334, 0.6381, 0.5403], [0.0834, -0.0375, 0.1234], [0.0134, -0.1281, -0.0995], [-0.1447, 0.0003, 0.0585], [-0.0915, -0.0015, -0.1391], [0.1678, 0.0268, -0.0254], [0.1503, -0.1132, -0.1462]], "nbo_charge": [-0.586, -0.351, 0.265, -0.368, -0.461, -0.236, 0.228, 0.209, 0.236, 0.257, 0.305, 0.502]}


# 2
{"formula": "C6H6", "method": "ωB97M-V with the def2-TZVPD basis set", "homo_energy_ev": -9.5, "relative_energy_ev": 6.956, "largest_force_ev_per_a": 2.153, "gap_ev": 9.44, "total_energy_ha": -231.9707, "symbols": ["C", "C", "C", "C", "C", "C", "H", "H", "H", "H", "H", "H"], "xyz": [[-1.289, -0.907, -0.665], [-0.585, -0.282, 0.510], [0.813, -0.074, 0.414], [2.094, 0.124, 0.232], [-0.264, 1.169, 0.360], [-0.199, 2.430, 0.192], [-0.851, -0.546, -1.601], [-1.191, -1.992, -0.606], [-2.338, -0.613, -0.633], [-0.950, -0.516, 1.504], [3.064, -0.360, 0.184], [1.999, 1.175, 0.093]], "forces_ev_per_angstrom": [[-0.2195, -0.1463, -0.1036], [-0.1934, -0.5614, 0.1435], [-0.1175, 0.7846, -0.0660], [-0.4370, 0.8617, -0.0532], [0.2405, 0.5713, -0.0272], [-0.1522, -1.2427, 0.1905], [-0.0737, -0.0922, 0.2055], [-0.1403, 0.0201, -0.0979], [-0.0129, -0.1524, -0.0977], [-0.1868, -0.1510, 0.0180], [-0.7133, -0.6288, 0.1463], [2.0061, 0.7370, -0.2581]], "nbo_charge": [-0.590, -0.234, 0.180, -0.419, -0.499, 0.124, 0.230, 0.217, 0.227, 0.254, 0.248, 0.261]}


# 3
{"formula": "C6H6", "method": "ωB97M-V with the def2-TZVPD basis set", "homo_energy_ev": -8.3, "relative_energy_ev": 7.099, "largest_force_ev_per_a": 2.467, "gap_ev": 9.15, "total_energy_ha": -231.9655, "symbols": ["C", "C", "C", "C", "C", "C", "H", "H", "H", "H", "H", "H"], "xyz": [[1.346, 0.537, 0.050], [2.351, -0.252, 0.032], [-0.597, 0.197, 0.008], [-1.769, -0.363, 0.075], [0.170, 1.428, -0.026], [1.130, -1.128, -0.038], [-1.913, -1.430, 0.107], [-2.669, 0.242, 0.096], [0.043, 2.106, 0.817], [0.113, 1.980, -0.968], [0.920, -1.601, -0.988], [0.875, -1.713, 0.836]], "forces_ev_per_angstrom": [[0.1870, 1.0398, 0.0111], [0.4125, 0.3449, 0.0310], [1.5448, -1.9224, -0.0560], [-0.3996, 0.1777, 0.0012], [0.4667, 0.4319, -0.0986], [-2.2229, 0.0715, -0.0198], [0.1007, -0.2051, -0.0119], [-0.1029, 0.1141, 0.0207], [-0.0171, -0.0169, 0.0600], [-0.0298, -0.0057, 0.0509], [0.0443, -0.0476, -0.0753], [0.0162, 0.0179, 0.0867]], "nbo_charge": [-0.040, -0.111, 0.108, -0.430, -0.523, -0.332, 0.220, 0.210, 0.244, 0.245, 0.203, 0.204]}


# 4
{"formula": "C6H6", "method": "ωB97M-V with the def2-TZVPD basis set", "homo_energy_ev": -8.1, "relative_energy_ev": 7.058, "largest_force_ev_per_a": 3.131, "gap_ev": 8.90, "total_energy_ha": -231.9669, "symbols": ["C", "C", "C", "C", "C", "C", "H", "H", "H", "H", "H", "H"], "xyz": [[3.057, 0.125, 0.385], [1.877, -0.021, 0.576], [0.447, -0.228, 0.819], [-0.345, -0.434, -0.445], [-1.647, -0.148, -0.484], [-2.696, 0.577, -0.688], [4.104, 0.253, 0.225], [0.040, 0.630, 1.372], [0.321, -1.103, 1.467], [-1.506, 0.868, -1.246], [0.126, -0.865, -1.322], [-3.777, 0.347, -0.658]], "forces_ev_per_angstrom": [[-0.4452, -0.0471, 0.0587], [0.5173, 0.0323, -0.0358], [0.0836, -0.1322, 0.2237], [0.0624, -0.6262, 0.2487], [0.4680, -0.6028, 0.4424], [1.1675, -0.0829, -0.3498], [-0.1824, -0.0108, 0.0128], [0.0825, -0.1345, -0.0878], [0.1668, 0.0939, 0.0924], [-2.8469, 1.2307, -0.4317], [0.0209, -0.0568, 0.1669], [0.9055, 0.3365, -0.3405]], "nbo_charge": [-0.243, -0.003, -0.495, -0.368, -0.088, -0.463, 0.236, 0.240, 0.238, 0.461, 0.233, 0.251]}